[1]
Entry from the OMol25 dataset: 2 unconnected molecules or ions with the total composition C5H12N3 in a non-equilibrium geometry (the ωB97M-V functional and the def2-TZVPD basis).

XYZ file:
```
20
Properties=species:S:1:pos:R:3:nbo_charge:R:1
N 0.984 1.884 -0.969 -0.748
N 2.383 0.358 0.309 -0.093
N 2.913 -0.691 0.825 -0.559
C -0.913 -0.571 -0.516 -0.169
C 1.679 1.008 -0.366 0.639
C -1.870 1.235 0.923 -0.696
C -0.143 -1.824 -0.769 -0.683
C -1.052 0.011 0.666 -0.175
H 3.660 -0.535 1.488 0.422
H -0.582 -0.420 1.541 0.179
H -1.413 -0.154 -1.383 0.176
H -2.694 0.987 1.591 0.264
H -0.822 -2.602 -1.113 0.260
H 0.345 -2.176 0.138 0.204
H 0.018 2.041 -0.687 0.456
H 2.877 -1.571 0.325 0.417
H -2.299 1.636 0.007 0.211
H 0.604 -1.681 -1.554 0.216
H 1.327 2.376 -1.787 0.450
H -1.280 2.000 1.427 0.228
```

Results
HOMO-LUMO gap (alpha / beta) (Eh): 0.18635 / 0.35112
Net charge: +1
Spin multiplicity: 3
Energy above the lowest of the compared OMol25 structures with the same formula, charge and spin (kcal/mol): 64.03

[2]
Entry from the OMol25 dataset: a molecular structure, C4H9LaO3 in a non-equilibrium geometry (the ωB97M-V functional and the def2-TZVPD basis).

XYZ file:
```
17
Properties=species:S:1:pos:R:3:lowdin_spin:R:1
La 1.010 0.245 -1.927 0.846
O 0.089 1.634 -0.466 0.020
O 3.077 0.228 -0.250 0.034
O -0.786 -0.914 -0.439 0.036
C -1.573 0.052 0.261 0.002
C 3.423 1.101 0.533 0.043
C -1.470 -2.112 -0.752 0.005
C -0.640 1.198 0.628 0.003
H -2.388 0.395 -0.398 0.000
H -0.767 -2.766 -1.281 0.004
H -2.340 -1.908 -1.394 0.000
H 3.331 2.170 0.263 0.002
H -1.806 -2.605 0.173 0.000
H -1.263 1.999 1.073 0.000
H -2.015 -0.414 1.157 0.000
H 4.085 0.864 1.385 0.002
H 0.032 0.832 1.435 0.001
```

Results
HOMO-LUMO gap (alpha / beta) (Eh): 0.18342 / 0.34694
Net charge: +1
Spin multiplicity: 2

[3]
Entry from the OMol25 dataset: a molecular structure, C24H48Br6NiO10S4 in a non-equilibrium geometry (the ωB97M-V functional and the def2-TZVPD basis).

XYZ file:
```
93
Properties=species:S:1:pos:R:3:lowdin_spin:R:1
Br 10.973 -11.540 23.017 0.000
Br 11.676 -16.871 19.114 0.000
Br 10.984 -6.805 16.938 0.000
Br 10.786 -16.065 22.561 0.000
Br 9.899 -10.052 15.346 0.000
Br 8.521 -17.419 17.288 0.000
Ni 5.693 -12.792 20.036 1.703
S 5.404 -13.969 17.016 0.006
S 3.986 -9.286 16.754 0.000
S 6.858 -5.912 20.415 0.000
S 5.747 -12.255 23.447 0.003
O 8.119 -6.201 21.043 0.000
O 5.176 -13.136 18.156 0.027
O 6.852 -5.363 19.085 0.000
O 3.959 -10.681 17.033 0.000
O 5.274 -15.366 17.140 0.001
O 3.007 -8.383 17.268 0.000
O 7.443 -13.620 20.186 0.088
O 4.698 -11.987 24.384 0.004
O 6.543 -11.085 19.833 0.112
O 5.426 -12.509 22.072 0.021
C 7.028 -13.567 16.421 0.000
C 5.756 -7.353 20.464 0.000
C 6.279 -8.601 15.738 0.000
C 10.250 -14.232 22.878 0.000
C 5.509 -12.434 14.910 0.000
C 4.543 -6.865 21.126 0.000
C 8.371 -12.684 19.974 0.012
C 6.885 -13.077 15.009 0.000
C 5.236 -8.255 14.669 0.000
C 5.601 -8.609 17.080 0.000
C 11.279 -13.317 22.325 0.000
C 6.769 -13.627 23.987 0.000
C 10.152 -9.487 17.184 0.000
C 7.873 -11.290 19.633 0.013
C 9.233 -15.744 18.015 0.000
C 9.981 -15.950 19.271 0.000
C 7.036 -11.038 23.541 0.000
C 7.944 -12.992 24.626 0.000
C 8.295 -11.788 23.774 0.000
C 5.882 -4.863 21.477 0.000
C 4.571 -13.424 15.532 0.003
C 9.609 -8.123 17.344 0.000
C 4.003 -9.095 14.970 0.000
C 5.027 -5.872 22.201 0.000
H 11.140 -13.260 21.248 0.000
H 9.195 -12.576 20.718 0.001
H 4.058 -7.679 21.676 0.000
H 5.697 -6.422 22.876 0.000
H 6.112 -14.217 24.631 0.000
H 8.252 -10.978 18.637 0.000
H 9.364 -16.487 19.988 0.000
H 6.774 -9.563 15.530 0.000
H 8.356 -10.580 20.345 0.003
H 4.892 -7.228 14.891 0.000
H 8.317 -15.239 18.338 0.000
H 4.226 -5.429 22.780 0.000
H 12.293 -13.667 22.468 0.000
H 6.984 -10.359 22.694 0.000
H 6.892 -14.243 23.094 0.000
H 3.562 -13.119 15.794 0.000
H 6.074 -9.277 17.807 0.000
H 6.784 -13.980 14.384 0.000
H 7.684 -12.734 25.650 0.000
H 9.526 -10.159 17.782 0.000
H 5.565 -8.257 13.639 0.000
H 4.468 -14.305 14.894 0.000
H 6.274 -8.100 21.052 0.000
H 8.960 -13.038 19.083 0.001
H 9.327 -14.023 22.337 0.000
H 5.218 -4.360 20.776 0.000
H 5.662 -7.672 19.435 0.000
H 7.632 -14.473 16.498 0.000
H 8.835 -7.973 16.614 0.000
H 3.794 -6.410 20.484 0.000
H 6.486 -4.277 22.148 0.000
H 7.714 -12.505 14.617 0.000
H 5.495 -7.576 17.386 0.000
H 7.148 -7.942 15.781 0.000
H 7.552 -12.914 17.131 0.000
H 3.045 -8.651 14.710 0.000
H 9.719 -15.233 17.202 0.000
H 5.532 -11.564 15.573 0.000
H 6.791 -10.391 24.392 0.000
H 11.162 -9.712 17.483 0.000
H 8.730 -12.095 22.822 0.000
H 5.198 -12.123 13.922 0.000
H 10.204 -15.031 19.813 0.000
H 9.289 -7.909 18.354 0.000
H 8.743 -13.732 24.645 0.000
H 9.045 -11.174 24.269 0.000
H 10.073 -14.132 23.936 0.000
H 4.024 -10.079 14.506 0.000
```

Results
HOMO-LUMO gap (alpha / beta) (Eh): 0.30498 / 0.29703
Net charge: 0
Spin multiplicity: 3
Energy above the lowest of the compared OMol25 structures with the same formula, charge and spin (kcal/mol): 3.57

[4]
Entry from the OMol25 dataset: a molecular structure, C22H20ClGaIN3O7S in a non-equilibrium geometry (the ωB97M-V functional and the def2-TZVPD basis).

XYZ file:
```
56
Properties=species:S:1:pos:R:3:nbo_charge:R:1
I -3.945 0.459 -2.457 0.150
Ga 0.185 -0.501 0.198 1.903
Cl -2.267 -4.475 -4.878 0.008
S -1.659 1.871 0.726 1.288
O -0.816 -1.360 1.693 -0.796
O 1.773 -0.892 1.276 -0.838
O -1.331 -0.225 -0.963 -0.852
O -1.329 -1.714 4.696 -0.523
O 3.324 -1.236 3.873 -0.547
O 1.194 -0.703 5.924 -0.481
O -0.271 1.304 1.004 -1.012
N 0.381 -2.243 -1.076 -0.496
N 1.605 0.322 -1.106 -0.561
N 4.042 0.258 -0.931 -0.464
C 2.118 -1.181 3.719 0.392
C -0.001 -1.364 2.708 0.235
C -2.643 -1.173 -2.672 -0.237
C -0.283 -1.456 4.136 0.384
C 0.074 -4.376 -2.821 -0.121
C 5.696 -1.499 -0.452 -0.420
C -1.553 -1.171 -1.822 0.388
C 4.636 -0.550 0.131 -0.220
C -1.681 3.317 1.852 -0.788
C 5.753 -0.230 -2.619 -0.415
C 1.145 -4.302 -1.965 -0.260
C 1.356 -1.142 2.488 0.205
C -0.868 -3.329 -2.844 -0.027
C -1.988 -3.241 -3.699 -0.086
C -2.860 -2.181 -3.608 -0.214
C 2.766 0.306 -1.041 0.653
C -0.664 -2.278 -1.914 0.086
C -2.807 0.874 1.719 -0.801
C 5.536 -1.600 -1.967 -0.394
C 4.974 0.863 -1.858 -0.203
C 1.269 -3.205 -1.102 0.086
C 1.047 -1.102 4.795 0.391
H 3.830 -1.093 0.625 0.265
H -0.062 -5.221 -3.481 0.236
H -3.715 -2.132 -4.266 0.244
H 5.665 1.481 -1.274 0.205
H 6.254 -2.316 -2.369 0.223
H -1.172 4.140 1.363 0.238
H -2.880 -0.109 1.264 0.276
H 6.700 -1.138 -0.223 0.205
H 4.531 -1.963 -2.192 0.198
H 4.432 1.519 -2.542 0.223
H 1.902 -5.071 -1.950 0.231
H 6.815 0.021 -2.604 0.211
H 2.108 -3.104 -0.424 0.216
H 5.434 -0.268 -3.662 0.215
H -1.165 3.052 2.768 0.248
H 5.085 0.119 0.872 0.210
H -2.711 3.591 2.052 0.234
H -3.775 1.363 1.698 0.232
H 5.593 -2.484 0.006 0.226
H -2.438 0.767 2.736 0.250
```

Results
HOMO-LUMO gap (Eh): 0.26102
Net charge: 0
Energy above the lowest of the compared OMol25 structures with the same formula, charge and spin (kcal/mol): 9.98

[5]
Entry from the OMol25 dataset: a molecular structure, CH3NOSi in a non-equilibrium geometry (the ωB97M-V functional and the def2-TZVPD basis).

XYZ file:
```
7
Properties=species:S:1:pos:R:3:nbo_charge:R:1
Si 0.162 0.186 0.002 1.201
O 1.566 0.962 0.019 -0.824
N 4.146 -0.420 0.007 -0.352
C 3.108 0.043 -0.026 0.538
H -0.080 -0.510 -1.297 -0.197
H -0.974 1.189 0.075 -0.172
H -0.307 -0.649 1.081 -0.194
```

Results
HOMO-LUMO gap (Eh): 0.35604
Net charge: 0
Energy above the lowest of the compared OMol25 structures with the same formula, charge and spin (kcal/mol): 93.28

[6]
Entry from the OMol25 dataset: a molecular structure, C3H5NS2 in a non-equilibrium geometry (the ωB97M-V functional and the def2-TZVPD basis).

XYZ file:
```
11
Properties=species:S:1:pos:R:3:nbo_charge:R:1
S -2.851 -1.149 0.021 -0.011
S -0.051 -1.302 -0.158 0.555
N 1.266 -0.213 -0.072 -0.564
C 2.404 -0.775 0.051 -0.063
C -1.436 -0.337 -0.094 -0.318
C -1.320 1.173 -0.061 -0.683
H -0.459 1.416 -0.687 0.241
H 2.535 -1.840 0.245 0.163
H -2.259 1.704 -0.389 0.245
H 3.293 -0.100 0.162 0.189
H -1.122 1.424 0.980 0.245
```

Results
HOMO-LUMO gap (Eh): 0.31336
Net charge: 0
Energy above the lowest of the compared OMol25 structures with the same formula, charge and spin (kcal/mol): 36.11